This record from the Open Molecules 2025 dataset describes a single C2H4INO molecule in a non-equilibrium geometry. The level of theory is the ωB97M-V functional and the def2-TZVPD basis.

The calculation puts the total energy at -506.108348 Eh. The energy relative to the best compared isomer or geometry (same formula, charge and spin) comes out at 4.512 eV. The HOMO energy is -8.9667 eV. The value obtained for the gap between HOMO and LUMO is 7.79 eV.

Last column: Löwdin charge in e.
CARTESIAN COORDINATES (ANGSTROEM)
C  -0.01  1.29  -0.14  -0.373
C  -0.49  0.38  0.70  -0.071
N  1.79  -1.60  -0.40  -0.539
O  1.30  1.39  -0.52  -0.564
I  2.67  -0.01  0.19  1.479
H  -0.71  2.04  -0.58  0.124
H  -1.49  0.17  1.14  0.060
H  0.05  -0.53  1.04  0.008
H  2.31  -2.00  -1.16  -0.123

This record from the Open Molecules 2025 dataset describes a single C2H4INO molecule in a non-equilibrium geometry. The level of theory is the ωB97M-V functional and the def2-TZVPD basis.

Its expectation value of S² is 2.01. The calculation puts the total energy at -506.092026 Eh. The energy relative to the best compared isomer or geometry (same formula, charge and spin) comes out at 1.078 eV. The HOMO energy (alpha / beta) is -6.1987 / -9.8503 eV. As for the spin multiplicity: 3. The value obtained for the gap between HOMO and LUMO (alpha / beta) is 6.61 / 6.59 eV.

Last column: Löwdin spin population.
CARTESIAN COORDINATES (ANGSTROEM)
C  -0.47  0.01  -0.57  0.621
C  0.03  0.13  0.89  0.100
N  -1.34  -0.90  -0.91  0.903
O  1.33  0.64  1.05  0.014
I  0.69  1.21  -1.94  0.279
H  -0.04  -0.83  1.40  0.010
H  -0.57  0.91  1.22  0.025
H  -1.40  -1.12  -1.84  0.048
H  1.76  -0.05  0.68  0.002